{"formula": "H28O14", "method": "the ωB97M-V functional and the def2-TZVPD basis", "fmax_ev_per_a": 11.7, "orbital_gap_ev": 9.62, "relative_energy_kj_mol": 641.65, "homo_ev": -10.05, "symbols": ["O", "H", "H", "O", "H", "H", "O", "H", "H", "O", "H", "H", "O", "H", "H", "O", "H", "H", "O", "H", "H", "O", "H", "H", "O", "H", "H", "O", "H", "H", "O", "H", "H", "O", "H", "H", "O", "H", "H", "O", "H", "H"], "xyz": [[2.088, 1.324, -3.883], [1.798, 0.566, -3.280], [1.205, 1.171, -4.545], [0.504, 3.740, -0.028], [1.216, 4.393, 0.211], [-0.073, 4.059, -0.679], [-0.262, 2.146, -1.863], [-0.404, 1.525, -1.127], [0.548, 2.009, -2.268], [0.441, 0.896, 0.278], [1.040, 0.068, 0.399], [0.751, 1.579, 0.985], [1.436, -1.098, -2.782], [1.914, -1.496, -2.102], [0.333, -1.095, -2.677], [1.180, 2.557, 2.983], [1.784, 2.516, 3.550], [1.601, 3.433, 2.603], [3.080, -2.832, 2.296], [2.545, -3.424, 2.747], [2.915, -2.162, 2.991], [-0.107, -1.986, -0.595], [-0.255, -2.790, -0.090], [-0.073, -1.261, -0.021], [-3.723, -1.033, 3.141], [-3.907, -0.163, 3.547], [-4.515, -1.316, 2.569], [-3.841, 1.931, -0.078], [-3.486, 2.375, -0.872], [-3.051, 1.637, 0.256], [-2.836, -2.307, -2.576], [-2.884, -1.366, -2.441], [-1.873, -2.771, -2.589], [1.772, -0.387, 2.521], [1.595, 0.565, 2.479], [0.876, -0.649, 2.802], [-2.151, 0.073, -0.806], [-3.015, 0.417, -0.633], [-1.525, -0.055, 0.039], [2.360, -3.642, -0.465], [2.559, -2.800, -0.002], [2.441, -4.349, 0.002]], "atomic_forces_ev_per_a": [[-4.8, -1.7, -1.8], [1.1, 0.7, -0.6], [3.8, 1.1, 2.3], [2.8, 0.2, 3.1], [-1.5, -0.7, -0.9], [-0.9, 0.8, -1.7], [-3.6, 0.6, 0.4], [0.6, 0.3, -0.8], [2.6, -0.6, -1.0], [2.2, -1.2, 2.6], [-1.1, 2.5, -0.1], [-0.8, -1.6, -2.0], [-5.4, 1.8, -2.5], [0.3, -1.4, 2.1], [5.0, -0.5, 0.4], [-5.6, 3.9, -8.7], [7.8, -1.9, 8.6], [-2.1, -2.2, 0.1], [0.9, 2.2, 0.4], [-1.6, -3.1, 0.6], [0.8, 0.8, -1.0], [0.0, -1.6, -1.5], [0.1, 0.1, 0.2], [-0.2, 1.2, 1.4], [-1.5, -0.2, -1.0], [-0.3, -0.8, -0.6], [1.8, 1.1, 1.5], [-2.6, 1.7, -1.9], [-0.7, 0.1, 0.2], [3.0, -0.8, 2.2], [2.3, -3.3, -0.6], [1.2, 0.4, 0.4], [-3.5, 2.7, 0.3], [-1.1, 0.3, 0.3], [0.6, 0.2, 0.1], [0.4, -0.5, -0.1], [3.5, -1.2, 1.6], [-0.8, -0.2, 0.6], [-2.9, 0.7, -2.7], [-1.0, 7.8, -5.2], [-0.1, -1.6, 0.2], [1.2, -6.4, 5.1]]}